{"formula": "C22H35AuCl2N4O3Se", "method": "wB97M-V/def2-TZVPD", "largest_force_ev_per_a": 3.54, "total_energy_ha": -4761.4479, "lumo_energy_ha": [0.018, -0.089], "gap_ev": [5.9, 5.2], "e_above_lowest_kcal_mol": 0.00, "s2": 2.017, "e_homo_ev": [-5.5, -7.6], "spin_multiplicity": 3, "total_charge": 0, "elements": ["O", "C", "C", "C", "H", "C", "H", "C", "H", "C", "H", "C", "H", "H", "C", "C", "H", "H", "H", "C", "C", "H", "H", "H", "H", "Au", "Cl", "Cl", "C", "O", "N", "C", "C", "H", "H", "H", "H", "H", "H", "H", "H", "H", "C", "C", "N", "H", "C", "O", "H", "H", "H", "H", "C", "N", "C", "C", "N", "C", "C", "Se", "H", "H", "H", "H", "H", "H", "H", "H"], "positions_angstrom": [[2.5870, 1.3980, -3.7014], [2.5871, 1.4287, -4.9333], [2.9786, 2.6564, -5.6877], [3.3856, 3.7926, -4.9665], [3.5266, 3.7131, -3.8911], [3.5850, 4.9908, -5.6384], [3.8581, 5.8723, -5.0753], [3.4359, 5.0650, -7.0350], [3.5969, 5.9968, -7.5666], [3.0998, 3.9037, -7.7565], [3.0029, 3.9423, -8.8514], [2.8875, 2.7018, -7.0876], [2.6508, 1.7766, -7.6305], [2.3186, 0.5593, -5.5906], [-1.6947, 1.3047, -2.4605], [-1.2892, 0.3976, -1.3522], [-2.7797, 1.2315, -2.5956], [-1.1808, 1.0450, -3.3977], [-1.4302, 2.3271, -2.1645], [-2.0442, -0.5210, -0.7363], [-3.4991, -0.8478, -0.9376], [-1.5729, -1.1288, 0.0319], [-3.9543, -0.3326, -1.7831], [-4.0699, -0.5521, -0.0486], [-3.6131, -1.9258, -1.1065], [0.6267, 0.7477, -0.6680], [-0.2017, 2.3362, 0.9104], [1.7117, -0.6011, -2.2305], [-1.8696, 0.1345, 3.0377], [-1.0789, -0.7718, 2.7522], [-2.6444, 0.1190, 4.1405], [-2.5683, -0.9944, 5.0707], [-3.5444, 1.2170, 4.4427], [-2.0125, 1.0301, 2.3985], [-2.1438, -1.8702, 4.5765], [-3.5600, -1.1976, 5.4865], [-1.9503, -0.7351, 5.9374], [-3.4833, 1.9454, 3.6216], [-3.2715, 1.6982, 5.3886], [-4.5749, 0.8622, 4.5671], [0.8428, -6.2589, 0.7009], [2.9607, -5.8332, -0.5686], [0.2988, -5.6847, -0.0567], [2.3949, -5.2181, -1.2793], [1.1840, -4.7102, -0.6572], [-0.5590, -5.1778, 0.3853], [0.8353, -3.4098, -0.7254], [-0.1593, -2.9173, -0.1697], [3.0096, -4.3730, -1.6018], [1.5447, -2.7986, -1.3149], [-0.0455, -6.3975, -0.8183], [2.1640, -5.8452, -2.1500], [1.8109, -2.1474, 2.6295], [1.8065, -0.8319, 3.2253], [1.4683, -0.5432, 4.5348], [1.5535, 0.8098, 4.6642], [1.8907, 1.3198, 3.4220], [2.0858, 2.7216, 3.1653], [2.0956, 0.2960, 2.5403], [2.7091, 0.4191, 0.7850], [2.6443, -2.2002, 1.9183], [0.8711, -2.3565, 2.1072], [1.9518, -2.8539, 3.4387], [1.2439, -1.3475, 5.2120], [1.4077, 1.4160, 5.5378], [1.1257, 3.2317, 3.0307], [2.6356, 3.1699, 3.9986], [2.6589, 2.7901, 2.2333]], "forces_ev_per_angstrom": [[0.196, 0.506, -3.139], [0.532, 0.348, 1.757], [0.073, 0.279, -0.069], [-0.249, -0.160, -0.486], [-0.186, 0.017, -0.195], [0.041, -0.099, -0.497], [0.058, 0.066, -0.036], [-0.167, -0.920, 0.206], [-0.039, -0.059, 0.121], [0.184, 0.420, -0.144], [0.086, 0.018, 0.587], [-0.082, -0.134, 0.479], [-0.033, 0.483, 0.170], [-0.024, 0.166, 0.621], [0.537, 0.299, 0.072], [-2.948, -1.940, 0.309], [0.094, 0.094, -0.079], [-0.134, 0.160, 0.224], [-0.185, 0.023, -0.374], [0.926, 0.644, -0.145], [-0.062, 0.140, -0.234], [0.025, 0.097, -0.015], [0.065, 0.030, -0.076], [0.045, -0.239, -0.044], [-0.067, 0.178, 0.164], [0.990, 0.547, 0.126], [-0.293, 0.767, 0.453], [0.274, -1.053, -0.102], [0.736, -0.865, -0.571], [-0.643, 0.965, 0.299], [-0.273, -0.059, 0.208], [-0.060, 0.289, 0.295], [0.120, -0.035, -0.016], [0.154, -0.339, 0.128], [-0.167, 0.180, 0.021], [0.012, -0.137, -0.306], [0.174, -0.011, -0.080], [-0.144, -0.174, 0.360], [0.098, 0.074, -0.135], [0.121, 0.021, -0.233], [-0.125, 0.071, 0.053], [-0.059, 0.176, -0.056], [0.096, -0.234, -0.075], [-0.186, 0.154, -0.063], [0.004, -0.456, 0.020], [0.165, -0.015, -0.048], [-0.855, 0.922, 0.651], [1.334, -0.875, -0.698], [-0.054, -0.173, 0.034], [-0.274, -0.074, 0.248], [-0.028, 0.116, 0.100], [0.012, 0.092, 0.079], [0.049, -0.397, -0.279], [0.076, 0.513, -0.033], [0.392, 0.287, -0.955], [-0.170, -0.632, -0.564], [0.225, -0.969, 0.481], [0.223, 0.627, -0.343], [-0.751, 0.550, 1.238], [0.330, -0.442, 0.168], [-0.256, -0.088, 0.218], [0.099, 0.224, 0.074], [0.067, -0.251, 0.002], [-0.093, 0.174, 0.125], [-0.039, 0.205, -0.078], [0.224, -0.223, -0.041], [0.015, -0.122, -0.175], [-0.203, 0.255, 0.291]]}